Entry 1:
A cluster of 2 separate species, C5H13NO2 in total in a non-equilibrium geometry, computed with ωB97M-V/def2-TZVPD.

Geometry as XYZ:
```
21
Properties=species:S:1:pos:R:3:forces:R:3:nbo_charge:R:1
O -2.795 0.547 -0.720 -2.6 2.1 0.1 -0.518
C -2.106 -0.394 -0.798 2.4 -1.8 -0.5 0.455
C -0.615 -0.200 -0.376 -2.3 1.6 -0.8 -0.521
C -0.269 -0.934 0.856 3.2 -4.0 0.8 -0.413
C 1.241 -1.521 0.579 -1.1 1.5 -0.5 -0.397
C 2.239 -0.446 -0.058 -0.6 -1.4 2.0 -0.226
N 3.580 -0.996 -0.281 -0.9 2.0 -0.3 -0.855
H -2.546 -1.399 -1.206 1.0 1.0 0.7 0.108
H -0.437 0.956 -0.317 -0.6 -2.1 0.2 0.239
H 0.072 -0.506 -1.125 -0.1 -0.6 -1.2 0.206
H -0.081 -0.282 1.677 -0.6 0.4 0.9 0.212
H -0.760 -1.975 1.240 0.1 2.9 -1.2 0.221
H 1.507 -1.908 1.532 1.1 -0.1 0.9 0.194
H 1.238 -2.394 -0.067 -0.4 -0.1 -0.4 0.183
H 1.672 -0.078 -0.993 2.0 -0.1 1.4 0.197
H 2.419 0.293 0.757 -0.7 0.2 -1.0 0.193
H 4.133 -1.348 0.463 -0.2 -0.1 0.8 0.370
H 3.638 -1.553 -1.065 0.2 -1.5 -1.8 0.353
H -4.054 4.247 0.567 1.7 1.5 -0.8 0.462
H -4.436 4.939 -0.618 0.7 0.7 -0.4 0.459
O -3.642 4.952 -0.048 -2.4 -2.2 1.2 -0.921
```
Forces are in eV/Å.

Calculated values
Orbital gap: 9.77 eV
SMILES string: NCCCCC=O.O
Net charge: 0
Energy relative to the best compared isomer or geometry (same formula, charge and spin): 341.5 kJ/mol
LUMO level: 0.9 eV

Entry 2:
A structure of composition C2H6AgClCuN2O4 in a non-equilibrium geometry, computed with ωB97M-V/def2-TZVPD.

Geometry as XYZ:
```
17
Properties=species:S:1:pos:R:3:forces:R:3:mulliken_spin:R:1
Ag 4.332 1.666 1.476 -0.8 -0.5 -0.1 0.067
Cu 1.229 3.238 2.563 0.1 -1.1 -0.4 1.608
Cl 1.896 0.547 1.591 0.7 1.7 0.4 0.318
C -0.511 -2.211 1.766 -0.3 -0.1 -0.5 0.004
N -0.965 -2.009 0.347 -1.4 -0.5 -1.3 -0.001
O -0.186 -2.265 -0.566 -0.2 0.3 1.1 0.000
O -2.133 -1.651 0.152 1.6 -0.2 0.7 0.000
H -0.696 -3.238 2.080 0.0 -0.1 -0.5 0.000
H -1.172 -1.594 2.375 0.6 0.3 0.0 -0.001
H 0.566 -2.043 1.722 -0.3 0.3 0.5 -0.002
C -0.322 1.028 -1.371 0.7 -0.9 -0.4 0.010
N -0.524 1.861 -2.622 2.9 0.9 1.5 -0.001
O 0.255 2.813 -2.689 -0.6 0.2 0.0 0.002
O -1.213 1.487 -3.504 -1.4 -0.6 -0.6 0.000
H -1.133 1.110 -0.646 -0.2 -0.3 -0.6 0.000
H 0.640 1.209 -0.892 -0.2 1.2 -0.1 -0.003
H -0.065 0.052 -1.782 -1.2 -0.5 0.2 -0.002
```
Forces are in eV/Å.

Calculated values
Orbital gap (alpha / beta): 6.74 / 3.67 eV
Net charge: +1
LUMO level (alpha / beta): -6.3 / -9.4 eV
⟨S²⟩: 2.01
Spin multiplicity: 3